Record 1
{"formula": "C32H32BrF3N6O2Pb", "method": "wB97M-V/def2-TZVPD", "charge": 2, "elements": ["Pb", "Br", "F", "F", "F", "O", "O", "N", "N", "N", "N", "N", "N", "C", "C", "C", "C", "C", "C", "C", "C", "C", "C", "C", "C", "C", "C", "C", "C", "C", "C", "C", "C", "C", "C", "C", "C", "C", "C", "C", "C", "C", "C", "C", "C", "H", "H", "H", "H", "H", "H", "H", "H", "H", "H", "H", "H", "H", "H", "H", "H", "H", "H", "H", "H", "H", "H", "H", "H", "H", "H", "H", "H", "H", "H", "H", "H"], "positions_angstrom": [[0.240549, 0.431673, 0.073296], [-0.070878, -0.676293, 7.529050], [-6.635460, -1.700471, -6.324556], [-5.796747, -3.685459, -6.132197], [-7.298146, -3.009528, -4.734581], [2.524777, 0.048255, 1.801095], [0.388001, -0.447471, 2.010094], [-1.717139, 1.378571, 1.278831], [3.198380, -2.026383, 5.439292], [-0.499827, 2.541365, -1.126496], [0.863684, 2.275794, 1.478794], [2.176763, 1.575160, -0.805986], [1.516787, -1.507605, -0.687180], [-3.651271, -2.499557, -2.706818], [-1.538265, 3.240431, -0.349598], [-5.147552, -2.094435, -4.533922], [0.049537, 2.653557, 2.465131], [0.637073, 3.373122, -1.521470], [-1.290542, -0.336051, -1.183326], [3.403397, -5.215401, -1.781639], [2.740644, -3.930601, -1.407869], [-4.674638, -0.798627, -4.662081], [-2.147950, -0.731069, -1.938640], [-3.169293, -1.193798, -2.828986], [-6.231398, -2.620333, -5.445641], [1.357954, -3.794256, -1.361389], [1.777163, 2.453301, -1.929704], [2.950212, -1.609196, 4.207272], [-2.459252, 2.248959, 0.343556], [-1.323955, 2.018287, 2.535488], [0.456777, 3.582635, 3.406734], [2.853112, -1.636588, -0.710877], [2.946134, 2.275650, 0.236572], [-3.683104, -0.346133, -3.808307], [2.314447, -1.741463, 6.387073], [2.553889, 3.734271, 2.259466], [0.860432, -0.636358, 4.845018], [1.730761, 4.122785, 3.304596], [2.080569, 2.792466, 1.362249], [1.135581, -1.047278, 6.134204], [3.488554, -2.800439, -1.072956], [-4.639863, -2.946362, -3.559904], [0.793049, -2.585119, -1.008647], [1.797552, -0.915490, 3.858213], [1.616099, -0.424232, 2.469427], [0.712300, -4.627595, -1.600628], [-3.308081, 0.663672, -3.903006], [3.547309, 4.145439, 2.144467], [2.633732, 3.039451, -2.269734], [-1.314596, 1.258755, 3.317092], [3.660701, 1.574181, 0.670072], [3.694644, -1.844308, 3.455330], [-2.131402, 3.903288, -0.984939], [-5.023171, -3.953790, -3.471118], [-2.051259, 2.780801, 2.831037], [3.505472, 3.101451, -0.209281], [-5.079234, -0.147926, -5.423604], [4.034037, -5.564689, -0.963283], [2.548682, -2.075637, 7.390228], [4.049404, -5.071103, -2.648233], [2.074545, 4.848072, 4.028986], [-2.926572, 1.598935, -0.396011], [4.569835, -2.831314, -1.079402], [1.464448, 1.812876, -2.757579], [-3.257138, -3.152103, -1.940237], [-0.281494, -2.472307, -0.985810], [-2.290944, 0.566995, 1.483049], [-0.214812, 3.881445, 4.199884], [-0.922646, 2.141023, -1.961378], [0.392094, 4.045479, -2.347428], [2.676925, -5.989678, -2.014522], [-0.056754, -0.111544, 4.618118], [0.922071, 3.997655, -0.673751], [3.436589, -0.787789, -0.380460], [-3.254979, 2.788099, 0.864153], [2.742771, 0.819524, -1.174699], [-1.029078, 3.872358, 0.380005]], "atomic_forces_ev_per_a": [[0.43, 0.63, 0.29], [0.03, -0.01, -0.02], [-0.01, 0.05, -0.04], [0.02, -0.04, -0.03], [-0.04, -0.01, 0.03], [0.32, -0.41, -0.20], [-0.31, -0.40, 0.16], [-0.06, 0.07, -0.08], [-0.01, 0.01, 0.01], [-0.17, 0.00, -0.02], [-0.17, 0.04, 0.01], [-0.11, -0.08, -0.15], [0.04, -0.01, 0.06], [-0.02, 0.00, 0.01], [0.06, 0.04, 0.01], [0.00, -0.01, 0.02], [-0.04, -0.02, 0.05], [0.02, -0.10, -0.04], [0.13, -0.12, 0.00], [0.01, -0.02, -0.01], [-0.05, 0.05, 0.01], [-0.01, -0.02, -0.01], [0.00, 0.10, -0.05], [-0.05, -0.05, 0.00], [0.02, 0.01, 0.03], [0.03, 0.01, -0.01], [-0.01, 0.06, -0.06], [0.10, 0.05, -0.13], [0.02, -0.03, 0.02], [0.00, 0.04, -0.02], [0.02, -0.01, -0.04], [0.06, 0.04, 0.10], [0.13, -0.05, 0.11], [-0.01, 0.00, 0.00], [-0.01, -0.02, 0.09], [-0.02, -0.03, -0.03], [-0.02, -0.13, 0.01], [-0.03, -0.03, -0.03], [0.12, 0.04, -0.06], [-0.07, 0.03, -0.05], [0.04, 0.02, 0.00], [-0.02, 0.01, -0.02], [-0.06, -0.06, -0.03], [0.03, 0.05, -0.01], [-0.29, 0.18, 0.07], [-0.01, -0.01, 0.00], [0.01, 0.02, 0.00], [0.02, 0.00, 0.00], [-0.01, -0.02, 0.02], [0.01, 0.00, 0.00], [-0.05, 0.11, -0.06], [0.01, 0.03, -0.02], [0.00, -0.02, 0.01], [0.00, -0.01, 0.00], [0.02, -0.02, 0.01], [-0.04, 0.02, -0.01], [0.00, 0.00, -0.01], [0.01, -0.01, 0.00], [-0.02, 0.00, 0.02], [0.01, 0.00, -0.01], [0.01, 0.02, 0.01], [-0.03, 0.02, 0.00], [0.01, 0.00, 0.01], [-0.01, 0.00, 0.00], [0.01, -0.01, 0.01], [-0.02, 0.01, 0.01], [0.03, -0.03, 0.02], [-0.01, 0.00, 0.01], [-0.06, -0.01, 0.02], [0.02, -0.02, 0.00], [0.00, -0.01, 0.00], [-0.01, -0.01, 0.01], [0.01, 0.00, -0.01], [0.02, -0.01, 0.05], [0.03, 0.02, 0.00], [0.02, 0.04, -0.04], [-0.04, 0.02, 0.01]]}

Record 2
{"formula": "C6H12", "method": "wB97M-V/def2-TZVPD", "smiles": "CCCC1CC1", "elements": ["C", "C", "C", "C", "C", "C", "H", "H", "H", "H", "H", "H", "H", "H", "H", "H", "H", "H"], "positions_angstrom": [[-2.026138, 0.451137, 0.658849], [-1.363629, -0.942465, 0.515244], [0.902187, -0.291720, -0.677744], [1.081360, 1.197001, -0.716450], [2.297210, 0.319548, -0.745415], [0.212424, -0.982461, 0.506174], [-3.113291, 0.384041, 0.508541], [-1.644859, 1.155261, -0.084860], [0.311958, -0.500814, 1.471747], [-1.732619, -1.552089, 1.361984], [-1.710447, -1.419758, -0.400498], [0.789828, 1.741417, -1.609352], [0.584747, -2.022373, 0.555782], [2.958360, 0.311463, 0.116701], [0.886071, 1.714386, 0.218462], [-1.898043, 0.920654, 1.647461], [0.629127, -0.748003, -1.631235], [2.835756, 0.264770, -1.695396]], "atomic_forces_ev_per_a": [[0.14, -0.04, -0.16], [0.16, -0.16, -0.35], [-0.39, -0.03, 0.01], [-0.19, 0.19, 0.02], [0.02, -0.14, 0.14], [-0.80, 0.16, 0.12], [0.29, -0.13, -0.02], [-0.02, -0.07, 0.03], [1.43, 0.25, 0.22], [0.35, 0.04, -0.42], [-0.31, 0.00, -0.09], [0.11, -0.02, 0.12], [-0.37, 0.39, 0.21], [-0.24, -0.03, 0.00], [-0.01, 0.00, -0.15], [0.23, -0.33, -0.22], [-0.13, 0.12, 0.19], [-0.28, -0.21, 0.32]]}

Record 3
{"formula": "C21H27NO3", "method": "wB97M-V/def2-TZVPD", "smiles": "CCCNC[C@H](O)COc1ccccc1C(=O)CCc1ccccc1", "elements": ["O", "O", "O", "N", "C", "C", "C", "C", "C", "C", "C", "C", "C", "C", "C", "C", "C", "C", "C", "C", "C", "C", "C", "C", "C", "H", "H", "H", "H", "H", "H", "H", "H", "H", "H", "H", "H", "H", "H", "H", "H", "H", "H", "H", "H", "H", "H", "H", "H", "H", "H", "H"], "positions_angstrom": [[-2.406603, -0.023320, 2.912135], [0.477234, -0.164671, 0.740278], [3.851242, -0.796654, -0.977264], [-1.853228, 0.809844, -0.713506], [1.709302, -0.070300, -1.939437], [1.939810, 2.339836, -0.981916], [2.781812, -0.793555, -1.048109], [-3.724249, -1.560621, -2.568067], [0.532068, -2.457898, 1.712538], [2.779350, 2.013376, 0.459467], [2.004025, -1.935663, 0.017158], [-2.036008, -0.248134, -1.377193], [-0.262148, 0.406086, 1.935902], [2.363198, 2.714192, 1.654427], [0.538609, 3.519855, 0.464564], [2.186180, 1.433210, -1.808661], [-3.416632, -0.412285, -1.601714], [1.007569, -3.848812, 1.500716], [-2.458180, 0.846271, 0.963523], [-1.738517, -0.031906, 1.626799], [1.368927, 3.739725, 1.554568], [0.915708, 3.025736, -0.697954], [2.592205, -3.336659, -0.015603], [1.029382, -1.737598, 0.718871], [1.972757, -4.187177, 0.883857], [-3.550926, 0.851403, 0.710680], [2.426703, -5.111961, 0.746982], [-0.944105, 1.129364, -0.499667], [-2.323885, 0.807513, 3.338746], [1.768300, -0.424475, -2.780063], [3.624575, 1.522228, 0.308085], [-0.359910, 4.223284, 0.466886], [3.369587, -3.372685, -0.476239], [-4.679644, -1.780607, -2.791675], [0.618753, -0.001890, -1.317449], [-0.196481, -2.401112, 2.537608], [-1.922527, -1.203427, 1.383501], [0.170390, 3.048414, -1.556459], [0.491633, -4.454788, 2.382731], [-4.005728, -0.758443, -0.750666], [3.044295, 2.625796, 2.286502], [-4.196981, 0.492334, -1.819193], [-2.046335, 1.912669, 1.195153], [1.792551, 1.855852, -3.014666], [-0.152941, 1.358411, 2.189971], [-3.247471, -2.437576, -2.424462], [-3.343356, -1.178615, -3.654175], [1.128608, 4.165190, 2.509202], [-1.478399, -1.258439, -0.882023], [3.369014, 1.563113, -2.118493], [0.033369, -0.277008, 2.894021], [-1.542927, -0.137415, -2.280198]], "atomic_forces_ev_per_a": [[-0.52, -1.96, 1.04], [1.02, -0.28, 0.87], [15.01, 0.97, -0.08], [-0.06, 8.81, 8.30], [-1.13, 5.80, 13.25], [4.21, 1.76, 14.03], [-17.43, -3.02, 1.38], [2.70, 4.78, -3.92], [-0.41, -5.73, 0.11], [-6.76, 5.57, -1.14], [10.36, -3.89, -8.64], [1.91, -7.03, -0.77], [-0.22, -10.46, -1.26], [-2.64, 0.14, -9.45], [-2.29, 6.42, 4.19], [4.88, -6.09, -16.34], [-7.49, -1.92, -0.96], [-13.07, 4.53, 12.59], [-2.25, 7.66, -9.86], [2.75, -6.56, 6.19], [0.09, -4.31, 0.29], [-5.67, 0.91, -4.62], [-10.56, 6.70, 5.91], [-8.95, 8.21, 6.97], [11.00, -3.34, -9.17], [1.13, -0.46, 1.22], [0.13, -2.25, 0.86], [1.27, -0.02, -0.42], [0.18, 1.37, 0.49], [0.14, -3.41, -9.25], [3.60, -2.46, -0.02], [0.84, -1.28, -0.17], [9.11, -1.43, -5.49], [-3.68, -0.41, -0.11], [3.11, -1.05, -2.11], [0.41, 0.89, -0.99], [1.10, 2.81, -0.13], [0.54, 0.36, 0.98], [1.29, 0.40, -2.30], [0.67, -0.03, 1.01], [5.24, -0.51, 6.55], [2.79, -1.36, -0.18], [-1.39, -1.49, -0.25], [0.63, -0.79, 2.99], [0.91, 4.31, 0.16], [1.92, -2.77, 0.99], [-0.55, -0.99, 2.13], [-0.56, 0.89, -0.12], [-1.52, 1.45, -1.12], [-2.41, -1.11, 0.78], [-0.53, 1.80, -2.06], [1.17, -0.10, -2.35]]}

Computed values of HOMO-LUMO gap (unit: eV) for the preceding records, in sequence: 6.954; 11.324; 8.335.